{
  "formula": "C6H14N3O2",
  "method": "ωB97M-V with the def2-TZVPD basis set",
  "fmax_ev_per_a": 3.57,
  "charge": 1,
  "homo_lumo_gap_ev": [7.04, 7.04],
  "symbols": ["C", "C", "C", "C", "C", "C", "N", "N", "N", "O", "O", "H", "H", "H", "H", "H", "H", "H", "H", "H", "H", "H", "H", "H", "H"],
  "positions_angstrom": [[-1.518, 0.150, 0.345], [0.524, 1.442, 0.092], [-1.864, 1.012, 1.568], [0.096, 2.250, 1.334], [0.861, -2.179, -2.433], [0.769, -0.792, -1.835], [1.243, -1.917, 1.756], [0.732, -1.230, 2.479], [-0.079, 0.143, 0.227], [-1.298, 2.287, 1.453], [0.466, -0.941, -0.423], [-1.868, -0.874, 0.476], [-1.988, 0.583, -0.549], [0.169, 1.961, -0.809], [1.609, 1.351, 0.052], [-2.943, 1.155, 1.645], [-1.495, 0.504, 2.474], [0.547, 1.790, 2.225], [0.429, 3.284, 1.246], [1.013, -2.086, -3.504], [1.696, -2.735, -2.017], [-0.059, -2.731, -2.260], [-0.052, -0.230, -2.290], [1.703, -0.237, -1.958], [1.306, -1.961, 0.707]],
  "nbo_charge": [-0.280, -0.290, -0.069, -0.064, -0.636, -0.074, -0.087, 0.327, -0.126, -0.496, -0.405, 0.227, 0.202, 0.206, 0.226, 0.223, 0.166, 0.165, 0.222, 0.251, 0.214, 0.228, 0.202, 0.195, 0.472]
}

***

{
  "formula": "C6H14N4",
  "method": "ωB97M-V with the def2-TZVPD basis set",
  "fmax_ev_per_a": 3.92,
  "charge": 2,
  "homo_lumo_gap_ev": [7.62, 6.06],
  "symbols": ["C", "C", "C", "C", "C", "C", "N", "N", "N", "N", "H", "H", "H", "H", "H", "H", "H", "H", "H", "H", "H", "H", "H", "H"],
  "positions_angstrom": [[-2.368, -2.513, 0.718], [-3.283, -2.685, -0.525], [-3.724, -0.109, 0.089], [-3.234, -1.493, 0.223], [-6.076, 2.628, -0.395], [-5.247, 0.279, -0.140], [-5.831, 1.476, -0.012], [-5.955, -0.773, -0.555], [-6.538, 3.718, 0.106], [11.222, 1.009, -0.167], [-2.548, -2.980, 1.638], [-1.361, -2.280, 0.547], [-2.790, -2.871, -1.407], [-4.232, -3.212, -0.312], [-3.270, 0.760, 0.687], [-3.238, 0.019, -0.898], [-5.782, -1.756, -0.237], [-6.989, -0.653, -0.596], [10.866, 1.682, -0.773], [-7.005, 4.264, -0.657], [-6.077, 4.050, 0.992], [11.930, 0.535, -0.799], [10.544, 0.336, 0.034], [11.595, 1.431, 0.632]],
  "nbo_charge": [-0.413, -0.448, -0.521, 0.067, 0.569, 0.544, -0.488, -0.718, -0.785, -0.827, 0.232, 0.225, 0.233, 0.206, 0.256, 0.288, 0.434, 0.418, 0.448, 0.456, 0.446, 0.470, 0.451, 0.458]
}

***

{
  "formula": "C6H14N4",
  "method": "ωB97M-V with the def2-TZVPD basis set",
  "fmax_ev_per_a": 4.70,
  "charge": 2,
  "smiles": "N[C@H]1CN/C1=[NH+]/CCC=[NH2+]",
  "homo_lumo_gap_ev": 8.25,
  "symbols": ["N", "C", "C", "N", "C", "N", "C", "C", "C", "N", "H", "H", "H", "H", "H", "H", "H", "H", "H", "H", "H", "H", "H", "H"],
  "positions_angstrom": [[3.024, -0.677, -1.130], [2.192, -0.611, -0.064], [2.661, 0.287, 1.103], [1.404, 0.985, 0.998], [0.827, 0.483, -0.054], [-0.204, 1.093, -0.654], [-1.294, 0.597, -1.453], [-2.550, 0.288, -0.517], [-2.176, -0.620, 0.532], [-2.956, -1.361, 1.169], [3.066, -1.453, -1.817], [3.489, 0.108, -1.462], [1.995, -1.581, 0.459], [2.675, -0.359, 2.065], [3.562, 0.852, 1.149], [1.276, 1.953, 1.456], [-0.389, 1.995, -0.223], [-0.897, -0.292, -1.941], [-1.583, 1.346, -2.054], [-3.295, -0.181, -1.113], [-3.181, 1.087, -0.106], [-1.061, -0.862, 0.590], [-3.926, -1.217, 1.038], [-2.660, -1.861, 2.029]],
  "nbo_charge": [-0.785, 0.021, -0.236, -0.516, 0.444, -0.550, -0.178, -0.561, 0.338, -0.570, 0.425, 0.401, 0.251, 0.219, 0.256, 0.433, 0.406, 0.239, 0.244, 0.295, 0.302, 0.222, 0.436, 0.464]
}

***

{
  "formula": "C6H14N4O2S",
  "method": "ωB97M-V with the def2-TZVPD basis set",
  "fmax_ev_per_a": 5.26,
  "charge": 0,
  "smiles": "COC(=O)N1CCSCC1.[H]/N=N\\N",
  "homo_lumo_gap_ev": 8.53,
  "symbols": ["C", "O", "C", "O", "N", "C", "C", "S", "C", "C", "H", "H", "H", "H", "H", "H", "H", "H", "H", "H", "H", "H", "N", "N", "N", "H", "H"],
  "positions_angstrom": [[4.253, -0.683, 0.219], [2.829, -0.604, 0.358], [2.241, 0.591, 0.356], [2.828, 1.649, 0.209], [0.878, 0.469, 0.469], [0.192, -0.839, 0.414], [-0.361, -1.133, -0.963], [-1.565, 0.204, -1.554], [-0.663, 1.730, -1.041], [0.059, 1.580, 0.362], [4.442, -1.046, 1.313], [4.548, 0.364, 0.050], [4.581, -1.539, -0.340], [-0.592, -0.634, 1.034], [0.689, -1.752, 0.615], [0.301, -1.108, -1.833], [-0.896, -1.972, -1.065], [-1.311, 2.625, -0.973], [0.077, 1.981, -1.941], [0.608, 2.411, 0.437], [-0.826, 1.679, 0.947], [-3.619, 0.914, 1.795], [-2.817, 0.421, 1.626], [-2.981, -0.365, 0.686], [-4.213, -0.532, 0.136], [-4.142, -1.150, -0.600], [-4.891, 0.156, 0.295]],
  "nbo_charge": [-0.280, -0.531, 0.899, -0.669, -0.442, -0.237, -0.465, 0.122, -0.531, -0.235, 0.182, 0.238, 0.201, 0.225, 0.230, 0.220, 0.210, 0.224, 0.210, 0.230, 0.220, 0.271, -0.434, 0.038, -0.640, 0.390, 0.354]
}

***

{
  "formula": "C6H14N4OS",
  "method": "ωB97M-V with the def2-TZVPD basis set",
  "fmax_ev_per_a": 6.32,
  "charge": 0,
  "smiles": "[H]/N=C(\\NC)N1CCCCN=[S@@H]1=O",
  "homo_lumo_gap_ev": 9.42,
  "symbols": ["H", "N", "C", "N", "C", "N", "C", "C", "C", "C", "N", "S", "O", "H", "H", "H", "H", "H", "H", "H", "H", "H", "H", "H", "H", "H"],
  "positions_angstrom": [[2.556, 2.018, 0.612], [1.664, 1.616, 0.656], [1.608, 0.392, 0.658], [2.459, -0.544, 0.169], [3.423, -0.321, -0.932], [0.282, -0.154, 1.166], [-0.705, 0.843, 1.363], [-1.363, 1.246, -0.036], [-2.694, 0.451, -0.179], [-2.606, -1.010, -0.683], [-1.838, -1.708, 0.303], [-0.299, -1.450, 0.229], [0.475, -2.620, 0.473], [2.251, -1.554, 0.236], [2.822, -0.281, -1.826], [3.924, 0.571, -0.823], [4.246, -1.086, -0.958], [-0.130, 1.762, 1.758], [-1.454, 0.368, 1.898], [-0.739, 1.117, -0.805], [-1.639, 2.180, 0.111], [-3.128, 0.436, 0.828], [-3.387, 1.035, -0.813], [-3.482, -1.491, -0.581], [-2.197, -1.009, -1.749], [-0.048, -0.807, -1.076]],
  "nbo_charge": [0.362, -0.769, 0.609, -0.655, -0.402, -0.672, -0.247, -0.420, -0.398, -0.232, -0.878, 1.970, -0.927, 0.431, 0.193, 0.199, 0.218, 0.268, 0.214, 0.190, 0.212, 0.197, 0.196, 0.211, 0.164, -0.034]
}

***

{
  "formula": "C6H14N5O",
  "method": "ωB97M-V with the def2-TZVPD basis set",
  "fmax_ev_per_a": 5.70,
  "charge": 1,
  "smiles": "N[C@@]1([NH+]=C2NCCN2)NCCO1",
  "homo_lumo_gap_ev": 10.36,
  "symbols": ["N", "C", "N", "C", "N", "C", "C", "N", "N", "C", "C", "O", "H", "H", "H", "H", "H", "H", "H", "H", "H", "H", "H", "H", "H", "H"],
  "positions_angstrom": [[1.227, -1.098, -1.521], [1.231, -0.439, -0.236], [0.046, -0.915, 0.556], [-1.157, -0.475, 0.226], [-2.250, -1.070, 0.676], [-3.367, -0.207, 0.327], [-2.776, 0.616, -0.853], [-1.345, 0.584, -0.540], [2.346, -0.863, 0.599], [3.138, 0.267, 0.696], [2.596, 1.319, -0.214], [1.235, 0.934, -0.283], [1.837, -1.889, -1.506], [0.517, -0.787, -2.199], [0.106, -1.644, 1.289], [-2.268, -1.764, 1.406], [-3.643, 0.344, 1.239], [-4.086, -0.798, -0.089], [-2.923, 0.170, -1.840], [-3.078, 1.650, -0.864], [-0.721, 1.422, -0.473], [2.803, -1.584, 0.205], [4.162, 0.070, 0.290], [3.344, 0.647, 1.744], [2.528, 2.277, 0.343], [3.135, 1.425, -1.179]],
  "nbo_charge": [-0.901, 0.684, -0.586, 0.672, -0.563, -0.222, -0.222, -0.606, -0.621, -0.261, -0.086, -0.538, 0.402, 0.419, 0.435, 0.433, 0.215, 0.223, 0.216, 0.234, 0.474, 0.371, 0.208, 0.205, 0.214, 0.203]
}

***

{
  "formula": "C6H14N5O",
  "method": "ωB97M-V with the def2-TZVPD basis set",
  "fmax_ev_per_a": 3.48,
  "charge": 1,
  "smiles": "COC1=[NH+]C(N)=N[C@@](C)(N)[C@@H]1N",
  "homo_lumo_gap_ev": 9.18,
  "symbols": ["C", "O", "C", "N", "C", "N", "N", "C", "C", "N", "C", "N", "H", "H", "H", "H", "H", "H", "H", "H", "H", "H", "H", "H", "H", "H"],
  "positions_angstrom": [[-3.235, 0.934, 0.226], [-1.881, 1.636, 0.275], [-0.735, 1.145, 0.028], [0.281, 1.923, 0.252], [1.599, 1.469, 0.172], [2.490, 2.425, -0.330], [1.906, 0.242, 0.274], [0.865, -0.728, 0.456], [1.325, -2.054, -0.132], [0.349, -0.600, 1.815], [-0.455, -0.208, -0.443], [-0.329, -0.108, -1.934], [-3.276, 0.571, -0.764], [-3.847, 1.810, 0.399], [-3.154, 0.249, 1.038], [0.234, 2.908, 0.256], [3.440, 1.952, -0.463], [2.886, 3.294, 0.117], [1.307, -1.889, -1.185], [0.653, -3.014, -0.087], [2.275, -2.201, 0.295], [-0.179, -1.430, 2.135], [1.154, -0.407, 2.461], [-1.243, -0.968, -0.192], [-0.270, -1.060, -2.187], [0.669, 0.256, -2.179]],
  "nbo_charge": [-0.217, -0.434, 0.792, -0.570, 0.586, -0.841, -0.497, 0.284, -0.637, -0.882, -0.201, -0.796, 0.218, 0.235, 0.216, 0.442, 0.418, 0.426, 0.212, 0.231, 0.246, 0.388, 0.397, 0.238, 0.371, 0.375]
}

***

{
  "formula": "C6H14NO",
  "method": "ωB97M-V with the def2-TZVPD basis set",
  "fmax_ev_per_a": 2.77,
  "charge": -1,
  "smiles": "CC(C)[C@H](C)NC[O-]",
  "homo_lumo_gap_ev": 6.50,
  "symbols": ["C", "C", "C", "C", "C", "N", "C", "O", "H", "H", "H", "H", "H", "H", "H", "H", "H", "H", "H", "H", "H", "H"],
  "positions_angstrom": [[0.327, -0.723, 2.505], [-0.287, -1.082, 1.117], [-1.820, -1.117, 1.152], [0.291, -0.248, -0.052], [1.818, -0.337, -0.094], [-0.391, 0.977, -0.373], [-0.485, 1.227, -1.963], [0.595, 1.532, -2.583], [0.448, 0.337, 2.740], [-0.363, -1.090, 3.270], [1.341, -1.106, 2.532], [-0.065, -2.130, 0.911], [-2.161, -1.852, 0.432], [-2.241, -0.170, 0.783], [-2.246, -1.303, 2.139], [0.029, -0.930, -0.895], [2.148, -0.027, -1.087], [2.177, -1.328, 0.151], [2.261, 0.379, 0.629], [0.001, 1.707, 0.208], [-0.968, 0.248, -2.253], [-1.319, 1.989, -1.904]],
  "nbo_charge": [-0.622, -0.205, -0.620, -0.045, -0.635, -0.740, 0.186, -0.896, 0.197, 0.191, 0.202, 0.174, 0.194, 0.238, 0.181, 0.169, 0.250, 0.179, 0.175, 0.329, 0.050, 0.050]
}

***

{
  "formula": "C6H14NO",
  "method": "ωB97M-V with the def2-TZVPD basis set",
  "fmax_ev_per_a": 2.50,
  "charge": -1,
  "smiles": "CCCN(C)CC[O-]",
  "homo_lumo_gap_ev": 5.62,
  "symbols": ["C", "C", "C", "N", "C", "C", "C", "O", "H", "H", "H", "H", "H", "H", "H", "H", "H", "H", "H", "H", "H", "H"],
  "positions_angstrom": [[-1.807, -2.612, 0.436], [-0.824, -1.858, -0.393], [-0.256, -0.658, 0.509], [0.523, 0.295, -0.241], [-0.337, 1.023, -1.238], [1.394, 1.124, 0.652], [1.890, 2.553, 0.085], [2.453, 3.190, 1.102], [-2.614, -2.021, 0.908], [-2.432, -3.348, -0.058], [-1.255, -3.063, 1.256], [-0.051, -2.560, -0.743], [-1.279, -1.347, -1.250], [0.400, -1.160, 1.232], [-1.181, -0.201, 0.907], [-0.489, 0.370, -2.072], [0.294, 1.821, -1.608], [-1.286, 1.349, -0.750], [2.321, 0.572, 0.833], [0.913, 1.167, 1.645], [1.080, 3.130, -0.457], [2.541, 2.233, -0.758]],
  "nbo_charge": [-0.612, -0.410, -0.192, -0.465, -0.426, -0.245, 0.001, -0.947, 0.195, 0.196, 0.195, 0.193, 0.192, 0.193, 0.142, 0.173, 0.224, 0.153, 0.171, 0.149, 0.061, 0.058]
}

***

{
  "formula": "C6H14NO",
  "method": "ωB97M-V with the def2-TZVPD basis set",
  "fmax_ev_per_a": 4.45,
  "charge": -1,
  "homo_lumo_gap_ev": 4.46,
  "symbols": ["C", "C", "N", "C", "C", "C", "C", "O", "H", "H", "H", "H", "H", "H", "H", "H", "H", "H", "H", "H", "H", "H"],
  "positions_angstrom": [[-3.996, 0.200, -0.450], [-2.472, 0.309, -0.562], [-1.890, -0.323, 0.563], [-0.484, -0.161, 0.552], [0.292, -0.911, -0.584], [3.681, 1.005, 0.714], [3.550, -0.429, 0.516], [3.342, -0.976, -0.527], [-4.244, -0.870, -0.396], [-4.515, 0.683, -1.285], [-4.294, 0.629, 0.506], [-2.180, -0.149, -1.537], [-2.213, 1.403, -0.627], [-0.105, -0.557, 1.510], [-0.198, 0.929, 0.471], [0.838, -0.243, -1.260], [1.056, -1.567, -0.163], [-0.388, -1.498, -1.193], [3.692, 1.650, -0.153], [4.050, 1.319, 1.675], [2.569, 0.579, 0.855], [3.910, -1.021, 1.375]],
  "nbo_charge": [-0.607, -0.219, -0.806, -0.224, -0.657, -0.659, 0.335, -0.565, 0.191, 0.164, 0.192, 0.102, 0.090, 0.147, 0.074, 0.175, 0.186, 0.202, 0.241, 0.221, 0.304, 0.113]
}

***

{
  "formula": "C6H14NO",
  "method": "ωB97M-V with the def2-TZVPD basis set",
  "fmax_ev_per_a": 2.48,
  "charge": -1,
  "homo_lumo_gap_ev": 6.66,
  "symbols": ["C", "C", "C", "N", "H", "H", "H", "H", "H", "H", "H", "C", "O", "C", "C", "H", "H", "H", "H", "H", "H", "H"],
  "positions_angstrom": [[1.641, -0.386, -1.045], [2.104, 0.762, -0.182], [1.413, 1.862, 0.110], [3.383, 0.565, 0.347], [1.819, -1.286, -0.410], [2.271, -0.440, -1.947], [0.580, -0.191, -1.249], [1.940, 2.636, 0.724], [0.318, 1.951, -0.142], [3.986, 0.162, -0.394], [3.783, 1.479, 0.676], [-1.803, 0.572, 0.442], [-1.092, 0.568, -0.782], [-2.040, -0.845, 0.926], [-2.560, -1.726, -0.169], [-2.784, 1.087, 0.297], [-1.223, 1.101, 1.221], [-2.658, -0.909, 1.811], [-1.053, -1.236, 1.182], [-2.643, -2.834, 0.059], [-1.861, -1.539, -0.983], [-3.522, -1.353, -0.491]],
  "nbo_charge": [-0.698, 0.184, -0.533, -0.832, 0.192, 0.175, 0.328, 0.147, 0.285, 0.345, 0.352, -0.046, -0.993, -0.421, -0.620, 0.095, 0.110, 0.159, 0.177, 0.166, 0.250, 0.179]
}

***

{
  "formula": "C6H14NO",
  "method": "ωB97M-V with the def2-TZVPD basis set",
  "fmax_ev_per_a": 3.73,
  "charge": -1,
  "smiles": "CCCN[C@H](C)C[O-]",
  "homo_lumo_gap_ev": 6.12,
  "symbols": ["C", "C", "C", "N", "C", "C", "C", "O", "H", "H", "H", "H", "H", "H", "H", "H", "H", "H", "H", "H", "H", "H"],
  "positions_angstrom": [[3.157, 0.927, -0.405], [1.618, 1.242, -0.459], [0.873, -0.021, -0.490], [0.059, -0.281, 0.720], [-1.400, -0.084, 0.363], [-2.172, -0.575, 1.650], [-2.112, -1.029, -0.862], [-1.331, -2.049, -1.051], [3.694, 1.830, -0.106], [3.567, 0.810, -1.422], [3.590, 0.171, 0.349], [1.393, 1.646, 0.489], [1.216, 2.090, -1.071], [1.328, -0.947, -0.756], [0.336, -0.098, -1.490], [0.216, -1.328, 0.900], [-1.488, 0.943, 0.129], [-2.959, 0.244, 1.908], [-1.394, -0.649, 2.518], [-2.822, -1.369, 1.315], [-2.194, -0.204, -1.733], [-3.175, -1.269, -0.497]],
  "nbo_charge": [-0.607, -0.434, -0.276, -0.655, -0.086, -0.647, 0.029, -0.929, 0.182, 0.192, 0.211, 0.212, 0.199, 0.214, 0.207, 0.365, 0.146, 0.175, 0.202, 0.216, 0.020, 0.064]
}